[1]
Here is a structure of composition C36H46N4O2Rb at a distorted geometry from the Open Molecules 2025 dataset. Energies are from ωB97M-V/def2-TZVPD.

Geometry as XYZ:
```
89
Properties=species:S:1:pos:R:3
Rb -0.635 0.606 0.173
O -1.939 -1.604 -0.567
O 1.307 -0.399 1.449
N 1.797 0.728 -1.085
N 1.092 -1.983 3.871
N -1.125 0.254 -2.491
N -1.354 -4.178 0.976
C -2.495 -2.723 -3.916
C -3.715 2.963 1.654
C -0.365 5.136 -1.424
C -1.818 -0.492 -3.241
C -2.991 -4.989 -4.955
C 4.320 -2.304 2.252
C 2.836 0.008 -1.010
C 6.379 -2.851 0.910
C -2.321 -4.651 -2.556
C 4.399 -1.533 0.018
C 2.382 -1.836 3.639
C 5.006 -2.252 1.081
C 0.372 4.058 0.759
C -1.975 -3.130 1.798
C -2.281 3.300 1.299
C 0.068 3.319 1.910
C 1.803 4.494 0.540
C -1.243 2.895 2.147
C 1.773 1.758 -2.125
C -3.058 4.385 -0.856
C -0.680 1.536 -3.008
C -2.042 -2.380 -1.530
C 0.192 -2.785 3.027
C -2.160 -1.882 -2.902
C 1.160 2.942 2.886
C -1.582 -4.524 -0.289
C -0.647 4.368 -0.152
C 2.996 -1.787 2.380
C 0.828 1.503 -3.302
C -2.622 -4.138 -3.770
C -1.977 4.009 0.132
C -1.520 1.965 3.311
C -0.989 -2.109 2.354
C 3.183 -0.912 0.091
C 2.376 -1.023 1.299
C -2.024 -3.831 -1.407
H -1.215 1.810 -3.924
H 3.000 -1.758 4.532
H 4.764 -2.804 3.108
H -3.957 -4.690 -5.367
H -0.170 -3.584 3.682
H -4.072 2.058 1.152
H -2.326 -5.729 -2.420
H 1.466 2.687 -1.633
H 0.800 -1.883 4.831
H 2.087 5.257 1.270
H 1.973 4.921 -0.442
H 6.448 -3.421 -0.017
H -1.326 -5.564 -0.475
H -2.884 3.910 -1.825
H 3.631 0.110 -1.762
H -0.883 2.310 -2.253
H 1.988 3.646 2.857
H 4.969 -1.416 -0.902
H 2.495 3.659 0.661
H -2.484 -3.648 2.616
H 1.074 0.545 -3.767
H 0.823 -3.239 2.264
H -0.513 6.210 -1.276
H -2.254 -4.897 -5.756
H 1.042 2.279 -4.040
H 1.561 1.946 2.662
H -2.123 -0.159 -4.244
H 0.652 4.998 -1.783
H -4.389 3.771 1.381
H -0.922 -4.913 1.513
H -1.031 4.834 -2.231
H -1.539 -1.479 3.059
H 0.788 2.928 3.910
H -2.400 1.350 3.134
H -2.620 -2.298 -4.910
H -0.674 1.295 3.476
H 7.147 -2.076 0.875
H 2.777 1.922 -2.535
H -0.614 -1.498 1.548
H -3.082 5.462 -1.032
H -1.688 2.512 4.244
H -3.831 2.813 2.725
H 6.620 -3.521 1.734
H -4.047 4.079 -0.530
H -3.057 -6.040 -4.677
H -2.715 -2.621 1.196
```

Computed properties:
LUMO, eV: -2.90
Energy above the lowest of the compared OMol25 structures with the same formula, charge and spin, kJ/mol: 21.7
Total charge: +1
Orbital gap, eV: 7.14

These are the Löwdin partial charges, in e, on atoms 1 to 6: number 1, Rb, carries 1.103; number 2, O, carries -0.128; number 3, O, carries -0.197; number 4, N, carries -0.037; number 5, N, carries 0.073; number 6, N, carries -0.063

---

[2]
Here is the ion H2NO4S with charge -1 at a distorted geometry from the Open Molecules 2025 dataset. Energies are from ωB97M-V/def2-TZVPD.

Geometry as XYZ:
```
8
Properties=species:S:1:pos:R:3
S -0.906 0.119 0.060
O 0.285 -1.170 0.348
O -2.243 -0.406 0.152
O -0.521 0.563 -1.286
O -0.583 1.080 1.126
N 1.429 -0.453 0.009
H 1.472 -0.196 -0.939
H 1.067 0.463 0.531
```

Computed properties:
LUMO, eV: 4.33
Energy above the lowest of the compared OMol25 structures with the same formula, charge and spin, kJ/mol: 27.8
Total charge: -1
Orbital gap, eV: 9.48

These are the Löwdin partial charges, in e, on atoms 1 to 6: number 1, S, carries 0.450; number 2, O, carries -0.334; number 3, O, carries -0.345; number 4, O, carries -0.379; number 5, O, carries -0.375; number 6, N, carries -0.112

---

[3]
Here is a cluster of 12 separate species, C2H30NO11 in total at a distorted geometry from the Open Molecules 2025 dataset. Energies are from ωB97M-V/def2-TZVPD.

Geometry as XYZ:
```
44
Properties=species:S:1:pos:R:3
O 0.449 2.292 -1.653
O -1.019 -0.343 -2.957
O 4.225 1.048 -0.488
O 2.080 -0.789 3.129
O -0.167 -3.444 0.623
O -1.948 -2.441 -1.201
O 1.940 -2.957 -0.676
O -0.564 1.150 3.499
O 2.809 3.238 -1.254
O 0.037 -1.100 -0.228
O -1.336 -1.512 2.068
N -1.346 0.943 0.182
C -2.072 2.241 0.408
C -3.005 2.473 -0.740
H 3.482 0.374 -0.821
H -1.703 0.380 -0.690
H 0.478 -4.233 0.806
H -0.511 -1.422 0.347
H 0.417 0.843 3.306
H -2.246 2.149 -1.469
H -1.372 -1.864 3.018
H 3.405 2.518 -0.861
H 2.758 -0.123 2.998
H -3.150 3.504 -0.950
H -1.702 0.243 0.997
H 0.491 -1.924 -0.531
H 4.611 1.005 0.270
H -0.236 0.789 0.122
H -0.275 -0.321 -3.646
H 1.813 -1.077 2.253
H 2.816 -3.175 -0.360
H 0.416 2.077 -2.617
H -0.670 -3.701 -0.208
H -2.806 -2.283 -0.658
H -4.005 1.969 -0.760
H 1.922 -3.548 -1.453
H -1.998 -3.215 -1.880
H -0.390 1.460 4.399
H -2.613 2.219 1.361
H -0.596 -0.373 -2.148
H 1.253 2.814 -1.461
H -1.425 3.041 0.532
H -1.359 -2.348 1.524
H 3.111 3.421 -2.129
```

Computed properties:
LUMO, eV: -2.95
Energy above the lowest of the compared OMol25 structures with the same formula, charge and spin, kJ/mol: 497.7
Total charge: +1
Orbital gap, eV: 10.59

These are the Löwdin partial charges, in e, on atoms 1 to 6: number 1, O, carries -0.085; number 2, O, carries -0.053; number 3, O, carries 0.000; number 4, O, carries -0.036; number 5, O, carries -0.138; number 6, O, carries -0.113

---

[4]
Here is a structure of composition C34H37N8O2PSiTl at a distorted geometry from the Open Molecules 2025 dataset. Energies are from ωB97M-V/def2-TZVPD.

Geometry as XYZ:
```
84
Properties=species:S:1:pos:R:3
Tl -1.110 -0.102 -0.831
P 2.693 -1.267 0.902
Si -4.889 2.609 -1.819
O -4.170 -0.383 -1.679
O -5.559 -1.305 -0.180
N -1.199 -0.299 1.914
N -2.360 -0.991 2.312
N 1.525 1.395 -0.458
N 4.799 -3.945 -5.555
N -3.463 -0.583 0.403
N 2.468 0.380 1.457
N -4.437 -0.830 -0.489
N -4.510 -1.789 2.141
C 6.974 -0.748 -0.723
C 2.002 3.924 0.700
C 1.145 2.572 -1.064
C -1.011 -2.297 -2.423
C 3.926 -1.572 3.327
C -5.416 3.866 2.129
C -4.767 4.112 -2.936
C 6.580 -1.847 0.011
C 4.284 -1.030 0.099
C -6.592 1.764 -1.938
C 2.138 1.502 0.706
C 2.269 -3.287 2.791
C -4.086 4.148 2.488
C 1.151 -3.359 -2.356
C 5.994 0.176 -1.134
C 3.833 -3.630 -4.935
C -3.392 3.406 0.316
C -5.756 3.303 0.890
C 0.150 -2.661 -3.077
C 2.410 -3.553 -2.870
C 0.461 -2.318 -4.416
C 4.092 -2.176 4.558
C 2.392 2.755 1.323
C 1.650 -2.678 -4.981
C 3.408 -3.288 4.886
C 2.484 -3.886 4.016
C 2.676 -3.218 -4.176
C 2.945 -2.088 2.425
C -3.479 -1.162 1.596
C 1.351 3.841 -0.563
C -4.731 3.137 -0.040
C -3.078 3.977 1.532
C 5.254 -2.070 0.287
C 4.672 0.048 -0.652
H 2.893 2.753 2.303
H 3.903 0.813 -0.966
H 3.133 -4.102 -2.251
H 0.958 -3.718 -1.336
H -6.192 3.867 2.883
H 2.278 0.569 2.450
H 4.634 -0.814 2.972
H 6.162 1.011 -1.864
H 1.032 4.702 -1.144
H -3.822 4.568 -3.015
H -7.320 2.550 -2.256
H -1.757 -1.716 -2.965
H 3.658 -3.764 5.832
H -6.783 1.334 -0.947
H -6.643 0.967 -2.691
H 2.245 4.887 1.168
H 1.939 -4.807 4.235
H -0.351 -0.822 2.061
H 1.721 -3.753 1.967
H 8.073 -0.605 -0.916
H -2.624 3.233 -0.474
H -2.061 4.279 1.709
H -1.186 0.722 2.166
H -4.625 -1.846 3.162
H -2.329 -1.443 3.258
H -5.502 4.925 -2.726
H -6.772 3.055 0.565
H -5.083 3.783 -3.932
H -5.407 -1.807 1.604
H 4.982 -2.943 0.894
H -1.357 -2.829 -1.561
H 4.772 -1.683 5.275
H 1.847 -2.498 -6.061
H -3.884 4.523 3.508
H 0.778 2.465 -2.067
H -0.279 -1.756 -5.034
H 7.252 -2.651 0.273
```

Computed properties:
LUMO (spin up / spin down), eV: 1.59 / 1.59
Energy above the lowest of the compared OMol25 structures with the same formula, charge and spin, kJ/mol: 245.4
Total charge: -1
Orbital gap (spin up / spin down), eV: 3.31 / 3.32

These are the Löwdin partial charges, in e, on atoms 1 to 6: number 1, Tl, carries 0.806; number 2, P, carries 1.010; number 3, Si, carries 0.594; number 4, O, carries -0.118; number 5, O, carries -0.057; number 6, N, carries -0.045

---

[5]
Here is a cluster of 2 separate species, C5H4 in total at a distorted geometry from the Open Molecules 2025 dataset. Energies are from ωB97M-V/def2-TZVPD.

Geometry as XYZ:
```
9
Properties=species:S:1:pos:R:3
C 0.574 0.354 -2.322
C -0.296 -0.711 -1.958
C -0.092 0.529 2.108
C 0.616 -0.387 1.869
C -0.277 0.413 -1.169
H -0.751 1.282 2.481
H 1.525 -0.877 1.607
H -0.664 1.125 -0.454
H -0.637 -1.727 -2.162
```

Computed properties:
LUMO (spin up / spin down), eV: 0.91 / -2.37
⟨S²⟩: 2.0090
Energy above the lowest of the compared OMol25 structures with the same formula, charge and spin, kJ/mol: 353.8
Orbital gap (spin up / spin down), eV: 6.37 / 8.33
Spin multiplicity: 3

These are the Löwdin partial charges, in e, on atoms 1 to 6: number 1, C, carries 0.187; number 2, C, carries -0.128; number 3, C, carries -0.024; number 4, C, carries -0.016; number 5, C, carries -0.206; number 6, H, carries 0.027

---

[6]
Here is a structure of composition C4H6O2 at a distorted geometry from the Open Molecules 2025 dataset. Energies are from ωB97M-V/def2-TZVPD.

Geometry as XYZ:
```
12
Properties=species:S:1:pos:R:3
O 0.656 1.122 -0.943
O -0.419 -2.369 0.650
C 0.444 1.171 0.466
C -0.235 0.045 -1.072
C -0.431 -0.072 0.488
C 0.211 -1.376 0.405
H -1.413 -0.083 0.999
H 1.296 -1.433 0.280
H -0.055 2.093 0.753
H -0.168 -0.579 -1.958
H -1.271 0.395 -1.079
H 1.384 1.087 1.010
```

Computed properties:
LUMO, eV: 0.94
Energy above the lowest of the compared OMol25 structures with the same formula, charge and spin, kJ/mol: 351.0
Orbital gap, eV: 10.02

These are the Löwdin partial charges, in e, on atoms 1 to 6: number 1, O, carries -0.074; number 2, O, carries 0.041; number 3, C, carries -0.134; number 4, C, carries -0.165; number 5, C, carries -0.172; number 6, C, carries -0.332

---

Number 1: electronic energy -48784.76333 eV. Number 2: electronic energy -20547.53031 eV. Number 3: electronic energy -26564.96412 eV. Number 4: electronic energy -73727.05278 eV. Number 5: electronic energy -5239.22697 eV. Number 6: electronic energy -8336.82279 eV.